{
  "formula": "C40H45Br21F5NO7S",
  "method": "ωB97M-V/def2-TZVPD",
  "elements": ["C", "C", "C", "C", "C", "C", "C", "C", "C", "C", "C", "C", "C", "C", "C", "C", "C", "O", "F", "C", "C", "C", "O", "C", "C", "N", "C", "C", "F", "F", "C", "F", "F", "C", "S", "C", "O", "O", "C", "C", "C", "O", "C", "O", "C", "C", "O", "H", "H", "H", "H", "H", "H", "H", "H", "H", "H", "H", "H", "H", "H", "H", "H", "H", "H", "H", "H", "H", "H", "H", "H", "H", "H", "H", "H", "H", "H", "H", "H", "H", "H", "H", "H", "H", "H", "C", "Br", "Br", "Br", "H", "C", "Br", "Br", "Br", "H", "C", "Br", "Br", "Br", "H", "C", "Br", "Br", "Br", "H", "C", "Br", "Br", "Br", "H", "C", "Br", "Br", "Br", "H", "C", "Br", "Br", "Br", "H"],
  "coordinates": [[9.464, -2.796, 0.742], [8.298, -1.823, 0.046], [8.038, -0.429, 0.903], [6.482, -0.328, 1.487], [5.930, 1.214, 1.618], [4.735, 1.577, 0.514], [3.367, 2.186, 1.260], [2.262, 2.707, 0.132], [1.430, 4.048, 0.625], [-0.193, 3.828, 0.734], [-1.027, 4.440, -0.574], [-1.371, 3.117, -1.525], [-0.722, 2.860, -3.023], [-1.089, 1.499, -3.867], [-2.107, 0.294, -3.313], [-2.424, -1.071, -4.186], [-1.362, -2.280, -3.750], [-1.394, -2.798, -2.495], [-0.365, -2.784, -4.765], [-2.780, 0.587, -1.813], [-2.415, 1.966, -0.940], [-3.128, 2.120, 0.565], [-3.551, 3.280, 1.077], [-3.309, 0.687, 1.390], [-3.138, 0.541, 3.018], [-2.833, 1.876, 3.734], [-3.285, -0.906, 3.852], [-3.026, -0.788, 5.443], [-2.967, -2.002, 6.254], [-1.776, -0.015, 5.802], [-4.271, 0.137, 6.070], [-5.004, -0.690, 7.100], [-3.665, 1.270, 6.865], [-3.678, -2.283, 2.987], [-3.928, -3.915, 3.866], [-2.322, -4.626, 4.622], [-5.041, -3.691, 4.966], [-4.489, -5.071, 2.993], [-3.834, -2.120, 1.328], [-4.166, -3.394, 0.313], [-5.749, -3.820, 0.277], [-6.508, -3.345, 1.478], [-7.782, -4.110, 1.519], [-8.879, -3.687, 2.206], [-3.667, -0.663, 0.541], [-3.865, -0.463, -1.094], [-4.843, -1.051, -1.818], [9.503, -2.614, 1.910], [10.525, -2.630, 0.264], [9.153, -3.923, 0.507], [8.732, -1.547, -1.024], [7.341, -2.500, -0.056], [8.812, -0.401, 1.786], [8.262, 0.476, 0.169], [5.765, -1.031, 0.865], [6.521, -0.774, 2.582], [6.855, 1.925, 1.410], [5.524, 1.439, 2.717], [4.495, 0.600, -0.118], [5.186, 2.361, -0.237], [3.755, 3.041, 1.963], [2.956, 1.283, 1.915], [2.913, 3.056, -0.799], [1.545, 1.801, -0.128], [1.697, 4.935, -0.116], [1.881, 4.354, 1.675], [-0.372, 2.654, 0.844], [-0.551, 4.306, 1.748], [-2.010, 5.007, -0.230], [-0.349, 5.232, -1.105], [0.009, 3.709, -3.420], [-0.573, 1.356, -4.914], [-2.192, -0.821, -5.329], [-3.533, -1.441, -4.120], [-2.085, 2.323, 3.159], [-3.719, 2.434, 3.554], [-4.986, 0.557, 5.245], [-2.175, -5.770, 4.336], [-1.434, -4.031, 4.146], [-2.323, -4.478, 5.806], [-3.825, -3.224, -0.792], [-3.487, -4.288, 0.720], [-5.844, -5.010, 0.255], [-6.335, -3.387, -0.658], [-7.930, -5.147, 0.951], [-5.547, 1.646, -4.730], [-4.958, 3.421, -5.265], [-4.049, 0.428, -4.493], [-6.687, 1.705, -3.156], [-6.154, 1.250, -5.551], [7.680, -5.392, 3.858], [6.569, -4.319, 2.676], [7.508, -7.294, 3.484], [9.537, -4.814, 3.827], [7.312, -5.232, 4.876], [-5.495, 5.303, -8.943], [-4.447, 3.668, -8.820], [-7.264, 5.088, -8.164], [-4.551, 6.826, -8.186], [-5.638, 5.512, -10.008], [11.420, -3.128, -2.973], [10.195, -1.619, -3.050], [10.669, -4.620, -1.977], [12.016, -3.668, -4.745], [12.307, -2.792, -2.426], [-5.671, -8.323, 4.015], [-5.562, -8.563, 5.942], [-5.960, -10.010, 3.091], [-7.003, -6.992, 3.525], [-4.700, -7.940, 3.685], [8.118, 4.512, -1.507], [6.976, 4.916, -3.028], [7.246, 4.921, 0.183], [8.772, 2.680, -1.559], [8.993, 5.166, -1.581], [-6.796, 9.732, -5.503], [-5.722, 10.787, -4.271], [-6.502, 10.259, -7.353], [-6.529, 7.823, -5.244], [-7.845, 9.943, -5.274]],
  "mol_weight_g_mol": 2456.84,
  "gap_ev": 5.99,
  "e_tot_ha": -57083.0519,
  "max_force_ha_per_bohr": 0.1987,
  "homo_energy_ha": -0.3164
}